# 1
The following is a quantum chemistry calculation of an isolated ion of composition C9H18N3O2S and charge +1, from OMol25.

Cartesian coordinates (Å):
S 2.298547 -0.824903 1.236988
O 3.153904 -1.721319 1.927726
O 0.843511 -1.499995 0.500587
N -0.391824 -0.005581 -0.822007
N 1.431622 0.090301 2.291119
N -1.255409 -0.664807 -2.899112
C 2.808001 0.309300 0.053353
C -0.560120 -0.888776 -1.803452
C -1.051955 0.389313 2.262104
C 0.372904 -0.227076 0.292233
C 0.515936 2.105106 1.260646
C -1.964758 0.577884 -3.114213
C 1.450843 -0.150403 3.713679
C -1.349417 -1.662486 -3.937926
C 0.290003 0.621029 1.553988
H -0.304490 2.532553 0.688398
H -0.676067 -2.489155 -3.733392
H 2.337961 -0.743857 3.914266
H -2.369678 -2.044378 -4.004597
H -1.199807 -0.667309 2.464126
H 1.450661 2.222005 0.714691
H -2.558140 0.843370 -2.237860
H 1.520817 0.798485 4.248174
H -0.081818 -1.848560 -1.664057
H 0.591228 2.648829 2.197863
H -1.270765 1.390665 -3.344907
H -1.075934 0.938272 3.199826
H 0.574483 -0.700307 4.056694
H -0.786707 0.926143 -0.903657
H -1.866091 0.743173 1.636122
H 2.853180 -0.236699 -0.892639
H -2.644606 0.458992 -3.955834
H -1.086016 -1.219809 -4.898928

Atoms 1-3, force components in eV/Å:
S 1.006 1.616 0.100
O -0.194 -0.584 0.046
O 0.617 1.632 -0.387

Computed properties:
* E: -1066.17796 hartree
* frontier orbital gap (spin up / spin down): 0.2671 / 0.2658 Eh
* charge: +1
* HOMO level (spin up / spin down): -0.37426 / -0.44685 hartree
* spin multiplicity: 3
* F_max: 2.70 eV Å⁻¹


# 2
The following is a quantum chemistry calculation of C27H25F5N3O2RuSeTe as an isolated structure, from OMol25.

Cartesian coordinates (Å):
Te 0.876142 -0.950475 3.620279
Ru 0.683004 0.389818 0.007113
Se -0.724255 -0.296106 1.923127
F -4.099665 -0.241395 2.770437
F -5.495950 -5.259296 1.187739
F -7.200854 -3.771695 2.707810
F -6.495572 -1.261588 3.474199
F -3.101067 -4.272775 0.467103
O 0.434767 2.324952 1.362890
O 1.728209 1.041682 -1.811762
N 2.274851 -0.624855 1.001356
N -0.933600 0.776552 -1.184948
N 0.324492 -1.990319 -1.148028
C -0.187444 3.939422 -2.978455
C 1.595240 -2.472204 -1.713621
C -2.055190 -1.347398 -1.824250
C 1.461169 2.447166 2.130260
C -2.141360 -0.005418 -1.055813
C 1.507448 3.405963 3.178034
C -3.461258 -2.202258 1.591941
C 2.834754 -1.723497 -1.225442
C 3.750960 2.747612 3.778399
C -5.997602 -3.270214 2.351904
C -1.016843 1.967347 -1.795499
C -4.382784 -1.512834 2.356278
C 2.657869 0.641198 0.835141
C 0.816734 4.678154 -3.561880
C -3.899922 -3.462600 1.242435
C 3.732948 1.812870 2.752031
C 2.609910 1.628668 1.958372
C -0.651900 -1.802849 -2.225146
C -5.123646 -4.014705 1.585892
C 2.624444 3.545293 3.975149
C 1.416160 2.217544 -2.292611
C -0.161948 -2.923412 -0.133838
C 2.417183 3.020330 -2.866385
C 0.057340 2.703941 -2.330424
C -5.624894 -1.996362 2.736944
C 2.992740 -1.683999 0.298266
C 2.134911 4.214473 -3.511710
H 3.471233 0.845761 0.126413
H -1.064544 -2.545053 0.340177
H -0.385759 -3.910601 -0.570329
H 4.624663 2.855356 4.410977
H 4.607003 1.191984 2.572347
H 0.638439 4.038017 3.318074
H -0.228495 -1.057884 -2.902897
H 2.794622 -0.703487 -1.607769
H -0.771799 -2.753140 -2.778598
H 0.590230 5.613880 -4.062597
H 4.058496 -1.576184 0.535064
H -2.998212 0.562504 -1.440885
H 1.707367 -3.545863 -1.498169
H -1.211810 4.298510 -3.023758
H 2.930891 4.780952 -3.983590
H 2.668460 -2.636839 0.726845
H 3.712316 -2.217241 -1.659718
H -2.608286 -1.256087 -2.764316
H 3.436133 2.649768 -2.826352
H 1.565725 -2.359330 -2.801035
H -2.377103 -0.227276 -0.012433
H 0.593577 -3.038529 0.641698
H -2.014939 2.404222 -1.904091
H -2.545470 -2.122380 -1.232057
H 2.631709 4.292188 4.763734

Atoms 1-3, force components in eV/Å:
Te 0.138 0.133 -0.391
Ru 0.628 0.225 -0.873
Se -0.467 -0.046 0.766

Computed properties:
* E: -4622.16697 hartree
* frontier orbital gap (spin up / spin down): 0.1360 / 0.1970 Eh
* charge: -2
* HOMO level (spin up / spin down): 0.00857 / -0.07186 hartree
* spin multiplicity: 6
* F_max: 1.10 eV Å⁻¹


# 3
The following is a quantum chemistry calculation of a 5-piece molecular cluster, C4H16N5O7 overall, from OMol25.

Cartesian coordinates (Å):
O -15.614520 -5.832050 -10.141840
O -15.930050 -8.142570 -13.668940
O -13.426370 -12.955590 -14.165980
O -10.066830 -8.278940 -11.028540
O -19.211120 -9.339410 -10.008390
O -14.410460 -7.355770 -12.363270
O -13.872890 -8.150260 -14.240480
N -17.373350 -9.829280 -11.252690
N -12.108850 -7.409920 -10.948040
N -11.515070 -8.872470 -12.553780
N -14.712960 -7.813650 -13.458370
N -18.267940 -7.859220 -11.294270
C -15.149250 -6.472710 -8.933300
C -18.346730 -9.076580 -10.795720
C -11.162180 -8.175140 -11.487070
C -14.231340 -11.826750 -13.963920
H -14.026450 -13.617690 -14.516880
H -16.798390 -9.537430 -12.030080
H -15.985940 -7.086020 -8.598790
H -12.388950 -8.829200 -13.058320
H -14.756650 -12.012550 -13.027100
H -18.940980 -7.132660 -11.096200
H -10.748060 -9.433390 -12.896050
H -17.209960 -10.658730 -10.700030
H -14.868260 -5.706240 -8.211050
H -15.165660 -6.088190 -10.950860
H -13.734490 -10.856570 -13.966190
H -11.998130 -6.936450 -10.062790
H -14.923420 -11.690030 -14.794840
H -17.422850 -7.483470 -11.700160
H -14.259490 -7.101330 -8.969050
H -12.966180 -7.309360 -11.472420

Atoms 1-3, force components in eV/Å:
O 0.272 0.214 0.855
O 0.613 0.853 0.152
O 0.866 -0.375 -0.561

Computed properties:
* E: -962.47769 hartree
* frontier orbital gap: 0.3407 Eh
* charge: -1
* HOMO level: -0.23503 hartree
* F_max: 4.34 eV Å⁻¹


# 4
The following is a quantum chemistry calculation of one molecule with the formula C13H15F, from OMol25.

Cartesian coordinates (Å):
F 1.335022 1.696773 -1.091684
C 2.149570 0.375846 0.905193
C 2.287313 -1.247788 -0.693789
C -1.254305 0.974008 -1.107478
C 2.780432 -0.803497 0.363685
C 3.163381 1.543718 1.147424
C -0.969105 -0.337175 0.873293
C -2.351080 -0.458037 0.945117
C -3.181968 0.108188 0.062458
C 1.012568 0.750102 -0.110971
C -4.617578 -0.028974 0.344374
C -2.565314 0.829586 -1.004121
C -0.336917 0.470053 -0.060358
C 2.367273 -2.159789 -1.835378
H -4.999111 -1.049977 -0.131656
H 1.303351 -2.053502 -2.251069
H -4.993205 -0.099351 1.370427
H -3.169624 1.313343 -1.769275
H 3.000280 -1.723070 -2.509771
H 3.641069 1.692098 0.190641
H 2.613173 2.328145 1.512461
H 3.969015 1.298550 1.903645
H -0.286363 -0.745285 1.698339
H -0.687097 1.793060 -1.726300
H 3.715074 -1.337205 0.829296
H -2.813213 -0.989439 1.858324
H 1.642952 0.174914 1.785659
H -5.243534 0.841758 0.070208
H 2.487954 -3.157040 -1.568691

Atoms 1-3, force components in eV/Å:
F 0.294 -0.868 1.182
C 0.121 2.645 -0.952
C -1.618 -1.074 -3.578

Computed properties:
* E: -604.01401 hartree
* frontier orbital gap (spin up / spin down): 0.2727 / 0.2667 Eh
* HOMO level (spin up / spin down): -0.27556 / -0.25076 hartree
* F_max: 5.65 eV Å⁻¹


# 5
The following is a quantum chemistry calculation of a 2-piece molecular cluster, CH6N3O overall, from OMol25.

Cartesian coordinates (Å):
O 0.092419 1.891790 0.020190
N 0.933684 1.528275 -0.776051
N -0.442880 -0.382125 1.394568
N -0.001264 -1.149342 0.504170
C -0.328332 -1.012159 -0.803247
H 0.625679 -0.562160 -1.221016
H 1.811106 2.073995 -0.545954
H -0.462862 -2.076094 -1.114434
H -0.199885 -0.620746 2.347990
H -0.984857 0.475789 1.194853
H -1.042809 -0.167224 -1.001070

Atoms 1-3, force components in eV/Å:
O 0.612 -0.409 -0.866
N -0.079 1.162 1.237
N 0.484 -0.736 -1.547

Computed properties:
* E: -280.76718 hartree
* frontier orbital gap (spin up / spin down): 0.3131 / 0.3131 Eh
* charge: +1
* HOMO level (spin up / spin down): -0.53975 / -0.53976 hartree
* F_max: 4.17 eV Å⁻¹


# 6
The following is a quantum chemistry calculation of a 2-piece molecular cluster, CH8IP5 overall, from OMol25.

Cartesian coordinates (Å):
I -2.431871 -0.317771 1.445061
P -1.004602 -1.542627 -1.343563
P -0.614240 2.080376 -1.024889
P 0.813394 -0.758004 0.888055
P 2.639407 -0.337108 -0.297986
P 1.128968 0.860809 2.268138
C -0.785342 -0.385260 0.066169
H -2.427475 -1.135811 -1.635269
H 2.025393 0.612523 -1.155849
H 0.744664 0.167423 3.414965
H -1.963171 2.464765 -0.372168
H 2.509907 0.515952 2.189199
H -1.669035 -2.681716 -0.891791
H -1.369075 1.782374 -2.270938
H 2.403078 -1.325924 -1.279133

Atoms 1-3, force components in eV/Å:
I 0.597 0.094 -0.144
P -1.899 1.207 -1.410
P -2.708 -1.741 0.685

Computed properties:
* E: -2047.18629 hartree
* frontier orbital gap (spin up / spin down): 0.2464 / 0.2464 Eh
* HOMO level (spin up / spin down): -0.29300 / -0.29297 hartree
* F_max: 3.29 eV Å⁻¹


The highest E belongs to which entry?
CH6N3O


Look up the F_max of the first one.
2.70 eV Å⁻¹


Look up the E of the third one.
-962.47769 hartree


What did the first record say?
The following is a quantum chemistry calculation of an isolated ion of composition C9H18N3O2S and charge +1, from OMol25.

Cartesian coordinates (Å):
S 2.298547 -0.824903 1.236988
O 3.153904 -1.721319 1.927726
O 0.843511 -1.499995 0.500587
N -0.391824 -0.005581 -0.822007
N 1.431622 0.090301 2.291119
N -1.255409 -0.664807 -2.899112
C 2.808001 0.309300 0.053353
C -0.560120 -0.888776 -1.803452
C -1.051955 0.389313 2.262104
C 0.372904 -0.227076 0.292233
C 0.515936 2.105106 1.260646
C -1.964758 0.577884 -3.114213
C 1.450843 -0.150403 3.713679
C -1.349417 -1.662486 -3.937926
C 0.290003 0.621029 1.553988
H -0.304490 2.532553 0.688398
H -0.676067 -2.489155 -3.733392
H 2.337961 -0.743857 3.914266
H -2.369678 -2.044378 -4.004597
H -1.199807 -0.667309 2.464126
H 1.450661 2.222005 0.714691
H -2.558140 0.843370 -2.237860
H 1.520817 0.798485 4.248174
H -0.081818 -1.848560 -1.664057
H 0.591228 2.648829 2.197863
H -1.270765 1.390665 -3.344907
H -1.075934 0.938272 3.199826
H 0.574483 -0.700307 4.056694
H -0.786707 0.926143 -0.903657
H -1.866091 0.743173 1.636122
H 2.853180 -0.236699 -0.892639
H -2.644606 0.458992 -3.955834
H -1.086016 -1.219809 -4.898928

Atoms 1-3, force components in eV/Å:
S 1.006 1.616 0.100
O -0.194 -0.584 0.046
O 0.617 1.632 -0.387

Computed properties:
* E: -1066.17796 hartree
* frontier orbital gap (spin up / spin down): 0.2671 / 0.2658 Eh
* charge: +1
* HOMO level (spin up / spin down): -0.37426 / -0.44685 hartree
* spin multiplicity: 3
* F_max: 2.70 eV Å⁻¹